(1)
Computed, not measured: the molecule C4H5ClN2S in a non-equilibrium geometry, with ωB97M-V/def2-TZVPD.

The geometry in XYZ format:
```
13
Properties=species:S:1:pos:R:3:forces:R:3
C -1.242 0.853 -0.278 2.6 2.6 -0.9
H 0.194 2.376 -1.141 -0.2 -0.3 0.7
H -0.710 -1.407 1.748 -1.1 0.3 1.4
H 2.609 -2.267 -0.420 -1.1 0.4 -0.6
Cl -2.508 0.773 0.914 -0.1 0.5 0.2
C -0.064 -1.163 0.975 0.3 -0.1 -1.8
H -1.710 1.029 -1.292 0.7 -0.9 1.2
N -0.267 2.319 -0.220 -2.7 -2.5 -0.1
C -0.270 -0.287 -0.055 -0.3 0.3 -0.7
S 0.940 -0.549 -1.263 0.2 0.0 0.1
N 1.005 -2.006 0.816 -0.5 0.0 1.0
C 1.608 -1.790 -0.284 2.1 -0.4 -0.4
H 0.414 2.120 0.501 0.3 -0.1 -0.1
```
Positions in Å, forces in eV/Å.

LUMO (Ha): 0.0177
Kohn-Sham gap (hartree): 0.3615


(2)
Computed, not measured: a cluster of 2 separate species, C4H5ClN2S in total in a non-equilibrium geometry, with ωB97M-V/def2-TZVPD.

The geometry in XYZ format:
```
13
Properties=species:S:1:pos:R:3:forces:R:3
C -0.816 -0.451 -0.968 0.6 -0.2 0.3
H -1.814 2.454 0.814 0.3 1.0 1.8
C -0.342 -0.236 1.242 -0.1 0.3 -0.2
Cl -1.587 3.177 1.950 -0.3 -1.1 -1.8
H 1.783 -0.411 1.810 -0.7 -0.3 0.0
N -1.231 -0.159 0.224 -0.2 -0.1 1.2
H 2.233 -1.164 -2.420 2.1 -0.6 0.1
S 1.096 -0.777 -2.843 -1.5 0.0 0.0
N 1.451 -0.795 -0.186 -0.2 0.2 0.9
C 0.567 -0.769 -1.139 -1.3 0.8 -1.8
C 0.985 -0.524 1.069 0.7 0.0 -1.2
H -0.736 0.032 2.190 -0.2 0.2 0.8
H -1.589 -0.377 -1.743 0.8 -0.2 -0.1
```
Positions in Å, forces in eV/Å.

LUMO (Ha): 0.0066
Kohn-Sham gap (hartree): 0.3431


(3)
Computed, not measured: the ion C4H5ClN3 with charge +1 in a non-equilibrium geometry, with ωB97M-V/def2-TZVPD.

The geometry in XYZ format:
```
13
Properties=species:S:1:pos:R:3:forces:R:3
C 1.049 0.536 0.262 -1.8 0.5 2.8
H 1.687 1.346 2.046 -0.5 0.1 0.9
H 2.422 1.907 0.606 1.0 0.4 -0.2
N 1.311 0.330 -1.052 3.3 1.5 -0.4
H -0.139 -1.011 1.315 -0.4 1.0 -1.1
C -0.658 -0.594 -0.852 -1.0 -0.2 2.5
Cl -1.383 1.069 1.430 0.7 -0.9 -0.7
C -1.801 -1.232 -1.157 2.2 -0.4 -2.7
N 0.452 -0.331 -1.639 -2.1 -0.7 -1.3
N 1.773 1.304 1.060 -1.2 -1.7 -2.7
H -1.971 -1.597 -2.198 0.1 0.6 0.9
C -0.303 -0.141 0.592 1.0 -0.1 0.9
H -2.439 -1.586 -0.413 -1.2 0.0 1.2
```
Positions in Å, forces in eV/Å.

Total charge: +1
LUMO (Ha): -0.2522
Kohn-Sham gap (hartree): 0.2953


(4)
Computed, not measured: a structure of composition C4H5ClNOTl in a non-equilibrium geometry, with ωB97M-V/def2-TZVPD.

The geometry in XYZ format:
```
13
Properties=species:S:1:pos:R:3:forces:R:3
C -0.117 1.201 0.751 -0.3 -0.5 -0.3
N 0.820 0.431 0.193 0.2 0.5 0.0
H -1.514 -0.240 1.612 0.5 1.3 -1.0
C -1.270 0.799 1.340 -0.4 0.2 -0.7
H -0.311 0.136 -1.470 -0.5 -0.1 -0.1
H -1.988 1.557 1.606 -0.1 0.2 0.6
Cl 1.269 -0.981 -3.342 -0.2 0.0 -0.6
C 1.692 -0.739 -1.719 -0.3 -0.4 0.0
O 2.753 -0.822 -1.247 0.8 0.0 0.6
H 0.125 2.266 0.770 0.3 0.2 0.3
C 0.433 -0.385 -0.870 0.1 0.7 0.1
H -0.038 -1.311 -0.504 0.2 -0.4 -0.1
Tl -1.854 -1.913 2.880 -0.4 -1.4 1.2
```
Positions in Å, forces in eV/Å.

Total charge: +2
LUMO (Ha): -0.4466
Kohn-Sham gap (hartree): 0.2200


(5)
Computed, not measured: a structure of composition C4H5ClO in a non-equilibrium geometry, with ωB97M-V/def2-TZVPD.

The geometry in XYZ format:
```
11
Properties=species:S:1:pos:R:3:forces:R:3
Cl 2.269 -0.232 -0.084 -0.6 0.1 -0.9
H 0.473 -1.684 0.346 -0.4 1.0 0.0
H 0.667 -0.059 1.527 -1.2 -2.1 -3.2
C -1.974 -0.324 -0.188 2.0 0.7 -0.1
C 0.537 -0.572 0.346 0.7 0.9 5.3
C -0.579 0.225 -0.361 2.2 0.6 0.6
H -3.929 -1.178 0.019 -3.9 -1.8 0.2
H -0.023 0.207 -1.328 -2.0 0.3 -0.5
C -3.080 -0.693 0.101 3.9 1.6 -0.6
O -0.447 1.611 0.185 -6.5 -0.2 -1.8
H -1.595 1.953 -0.007 5.6 -1.1 1.0
```
Positions in Å, forces in eV/Å.

LUMO (Ha): 0.0217
Kohn-Sham gap (hartree): 0.4020


(6)
Computed, not measured: a cluster of 2 separate species, C4H5ClO2 in total in a non-equilibrium geometry, with ωB97M-V/def2-TZVPD.

The geometry in XYZ format:
```
12
Properties=species:S:1:pos:R:3:forces:R:3
H 1.674 -0.551 1.517 -0.5 0.1 0.1
C -1.061 1.101 -0.168 1.5 1.6 -1.1
C 0.971 0.256 1.299 0.3 0.0 1.0
O -0.523 -1.978 -2.431 1.0 0.1 2.3
H -1.374 0.931 -1.214 -0.5 -0.3 0.8
H -1.751 0.865 0.639 -0.5 0.2 -0.5
C 0.197 0.320 0.090 -1.4 -0.6 -0.9
H -0.720 2.236 -0.216 -0.9 -2.2 0.6
C -0.037 -1.874 -1.352 -0.7 1.2 -1.1
O 1.334 0.987 0.113 1.5 0.5 -1.0
H 0.658 0.952 2.091 0.3 -0.6 0.0
Cl 0.632 -3.245 -0.368 0.0 0.0 -0.2
```
Positions in Å, forces in eV/Å.

LUMO (alpha / beta) (Ha): -0.0095 / -0.0367
Kohn-Sham gap (alpha / beta) (hartree): 0.3143 / 0.2698


(7)
Computed, not measured: the molecule C4H5ClOS in a non-equilibrium geometry, with ωB97M-V/def2-TZVPD.

The geometry in XYZ format:
```
12
Properties=species:S:1:pos:R:3:forces:R:3
H -0.229 1.211 1.444 -0.2 -0.2 -0.7
C 0.929 -0.388 0.406 1.0 0.3 0.6
C -0.048 -1.220 -0.469 0.7 0.3 -0.6
H 0.339 -1.276 -1.541 -0.9 0.4 1.2
H -0.266 -2.226 -0.161 -0.1 -0.5 0.2
S -2.748 -0.086 -0.175 1.6 -0.2 0.0
O 0.148 1.810 -0.534 -1.4 0.7 0.5
Cl 2.561 -0.056 -0.255 -0.3 0.0 -0.3
H 1.207 -0.732 1.442 -1.0 0.1 -1.1
C -1.118 -0.192 -0.107 -1.3 0.0 -0.5
C -0.083 0.798 0.419 0.3 -0.2 0.9
H -0.691 2.359 -0.470 1.5 -0.8 -0.4
```
Positions in Å, forces in eV/Å.

LUMO (Ha): -0.0294
Kohn-Sham gap (hartree): 0.3046


(8)
Computed, not measured: the molecule C4H5ClOS in a non-equilibrium geometry, with ωB97M-V/def2-TZVPD.

The geometry in XYZ format:
```
12
Properties=species:S:1:pos:R:3:forces:R:3
H 1.585 0.997 2.558 0.3 -0.2 -0.4
C -0.154 -1.140 -1.614 -0.5 -0.1 0.5
H -1.282 -2.077 0.056 -1.0 0.5 -0.1
C 0.009 -0.474 -0.543 1.8 1.5 1.6
Cl -0.674 2.523 -0.711 -1.1 1.1 -0.4
O 2.255 1.126 -0.235 -3.8 -0.4 1.0
C -1.287 -1.168 -0.556 -0.1 1.1 -0.4
H 0.203 -1.483 -2.543 0.1 -0.1 -0.8
H -2.084 -0.363 -0.682 0.2 -2.0 0.2
S 0.773 0.967 0.235 5.6 -0.6 -4.0
H -0.203 0.488 2.174 0.9 -0.3 0.4
C 0.859 0.604 1.861 -2.3 -0.4 2.5
```
Positions in Å, forces in eV/Å.

2S+1: 3
LUMO (alpha / beta) (Ha): 0.0155 / -0.1094
Kohn-Sham gap (alpha / beta) (hartree): 0.3030 / 0.2663


(9)
Computed, not measured: a structure of composition C4H5CoO2 in a non-equilibrium geometry, with ωB97M-V/def2-TZVPD.

The geometry in XYZ format:
```
12
Properties=species:S:1:pos:R:3:forces:R:3
O -1.529 1.074 0.486 0.7 0.1 -0.5
H 0.704 -2.146 0.877 -0.2 -0.2 -0.1
H 2.491 0.825 -0.889 0.5 0.5 -0.4
C 1.261 -0.221 0.060 0.9 0.2 0.7
H -1.687 0.494 -1.502 -0.3 1.0 0.0
Co -2.826 2.343 1.067 -1.8 1.8 1.1
O 2.360 0.337 -0.049 -0.9 -0.7 0.0
H -0.025 -0.637 1.709 0.2 -0.3 0.0
C 0.451 -1.083 0.825 0.1 0.5 0.2
H -0.008 -1.075 -1.484 -0.3 0.1 0.0
C -0.070 -0.482 -0.564 0.6 0.3 -0.4
C -1.120 0.571 -0.537 0.5 -3.2 -0.7
```
Positions in Å, forces in eV/Å.

Total charge: +3
2S+1: 6
LUMO (alpha / beta) (Ha): -0.5909 / -0.7509
Kohn-Sham gap (alpha / beta) (hartree): 0.2158 / 0.2267


(10)
Computed, not measured: a structure of composition C4H5CrO6 in a non-equilibrium geometry, with ωB97M-V/def2-TZVPD.

The geometry in XYZ format:
```
16
Properties=species:S:1:pos:R:3:forces:R:3
C 0.494 0.308 3.015 0.1 1.4 1.7
H 0.673 -0.104 4.844 0.1 0.2 0.0
C -0.526 -0.585 -3.343 -0.7 -9.1 2.2
C 0.179 0.415 0.697 0.2 0.5 0.6
H 1.087 1.001 0.500 -0.2 0.0 0.0
O 0.499 1.508 3.132 -0.1 -0.6 -0.6
O -0.666 -1.786 -3.304 0.6 4.7 1.0
O 0.619 -0.570 3.999 -0.1 -0.3 -0.4
H -0.994 -1.159 -0.269 0.0 -0.4 -0.2
O 0.345 -0.358 1.879 -0.2 -1.0 -1.6
H 0.749 -1.302 -0.531 0.0 -0.4 -0.1
O -0.184 0.115 -1.642 -0.1 0.3 -0.6
Cr -1.011 1.780 -5.114 0.1 0.0 0.0
H -0.675 1.095 0.813 0.2 0.0 -0.1
C -0.074 -0.569 -0.431 -0.1 0.8 -0.5
O -0.515 0.209 -4.246 0.2 4.0 -1.5
```
Positions in Å, forces in eV/Å.

Total charge: +2
2S+1: 6
LUMO (alpha / beta) (Ha): -0.4901 / -0.4406
Kohn-Sham gap (alpha / beta) (hartree): 0.0931 / 0.1425